--- A ---
Formula: C13H34Cl10O4
Source: the OMol25 dataset
Level of theory: the ωB97M-V functional and the def2-TZVPD basis

CARTESIAN COORDINATES (ANGSTROEM)
C: 7.41163 14.25863 8.83583
Cl: 8.33920 15.24456 10.00521
Cl: 5.59401 14.60916 8.94423
H: 7.75988 14.50209 7.85469
H: 7.51518 13.22520 9.06715
C: 6.88273 14.34313 15.19228
Cl: 6.25272 12.70939 14.74565
Cl: 8.30380 14.87431 14.28523
H: 6.16647 15.11386 15.00852
H: 7.22471 14.22125 16.23327
C: 6.72003 11.79941 5.18975
Cl: 6.87517 13.53924 5.55900
Cl: 5.07377 11.33709 4.81409
H: 7.35071 11.59924 4.30781
H: 7.07572 11.17545 5.98866
C: 8.78216 9.79083 17.44011
Cl: 8.14443 11.20638 18.46534
Cl: 7.89066 9.58918 15.94690
H: 9.84254 10.00874 17.26663
H: 8.69505 8.94507 18.06717
C: 11.47808 11.83455 12.98920
Cl: 11.00026 11.32292 14.63879
Cl: 13.25433 12.06481 13.17539
H: 11.43514 11.02783 12.23615
H: 11.03770 12.76002 12.64948
C: 11.91065 10.07487 9.50894
C: 12.20943 11.55179 9.67126
O: 10.92006 12.18575 9.89102
H: 12.80635 9.50257 9.56022
H: 11.48674 9.78863 8.56501
H: 11.13314 9.69319 10.23016
H: 12.71502 11.99337 8.76120
H: 12.90974 11.66477 10.49219
H: 11.08028 13.11807 10.07131
C: 6.86984 10.23236 12.25566
C: 7.89455 11.35610 11.85401
O: 8.59279 10.85889 10.66285
H: 7.33166 9.30849 12.60907
H: 6.29900 9.95446 11.30767
H: 6.11519 10.55875 12.99590
H: 8.63679 11.49576 12.65671
H: 7.40638 12.31261 11.58758
H: 9.38151 11.42173 10.41844
C: 10.07390 6.17159 12.46634
C: 9.81231 7.58634 12.96427
O: 11.04585 8.28228 12.75765
H: 10.94823 5.70128 12.99937
H: 10.30863 6.23425 11.38051
H: 9.23136 5.52648 12.57453
H: 9.59910 7.53354 14.02361
H: 9.04080 8.08335 12.41066
H: 11.17990 8.97372 13.43140
C: 5.03445 9.70182 8.44853
C: 5.65126 11.06436 8.80650
O: 6.93210 11.21981 8.18060
H: 5.69391 8.90299 8.74900
H: 4.92567 9.67573 7.35896
H: 4.06713 9.54184 8.95259
H: 5.83034 11.24106 9.88248
H: 5.02106 11.94926 8.58901
H: 7.58168 10.91699 8.86890

Values from the calculation:
SMILES: ClCCl.ClCCl.ClCCl.ClCCl.ClCCl.CCO.CCO.CCO.CCO
E_LUMO (eV): 0.31
E_HOMO (eV): -10.137

=====

--- B ---
Formula: C13H34Cl10O4
Source: the OMol25 dataset
Level of theory: the ωB97M-V functional and the def2-TZVPD basis

CARTESIAN COORDINATES (ANGSTROEM)
C: 4.93011 -17.35265 -6.86834
Cl: 3.65727 -17.37231 -5.63930
Cl: 4.26107 -16.74942 -8.45960
H: 5.69979 -16.64319 -6.56442
H: 5.36959 -18.34091 -7.00362
C: 4.31060 -13.20868 -7.65437
Cl: 4.96508 -13.93239 -6.13387
Cl: 2.79728 -12.23511 -7.38389
H: 5.08107 -12.53094 -8.02198
H: 4.11719 -14.02626 -8.34884
C: 2.59476 -19.17042 -10.85490
Cl: 4.01628 -20.09824 -11.35966
Cl: 1.95325 -18.40633 -12.35608
H: 1.84365 -19.85887 -10.46763
H: 2.89060 -18.42452 -10.11719
C: 7.94163 -15.02358 -10.02725
Cl: 7.28888 -15.07924 -8.42463
Cl: 8.56341 -13.39704 -10.33960
H: 8.77077 -15.72610 -10.11145
H: 7.18908 -15.21951 -10.79104
C: 5.22533 -22.50066 -8.46392
Cl: 3.70140 -23.22419 -9.12689
Cl: 4.84519 -21.14955 -7.44248
H: 5.76852 -23.26642 -7.91016
H: 5.88222 -22.12931 -9.25048
C: 7.41916 -19.18418 -9.84075
C: 7.96931 -18.91883 -8.49184
O: 9.32512 -19.27194 -8.42248
H: 7.56061 -20.20153 -10.20557
H: 7.83677 -18.56993 -10.63847
H: 6.33826 -19.04680 -9.87079
H: 7.37706 -19.56311 -7.84206
H: 7.76776 -17.94621 -8.04294
H: 9.31287 -20.23170 -8.40484
C: 1.18338 -15.60098 -10.17963
C: 0.23072 -14.94920 -9.15326
O: -0.00469 -15.94168 -8.18642
H: 2.05698 -16.04814 -9.70533
H: 1.53493 -14.79928 -10.82908
H: 0.59391 -16.35182 -10.70581
H: -0.68941 -14.52900 -9.55932
H: 0.69950 -14.10235 -8.65209
H: -0.48883 -15.52684 -7.46869
C: 7.30151 -19.68177 -3.31831
C: 6.73404 -18.90509 -4.51901
O: 6.83786 -17.47055 -4.27635
H: 7.22584 -20.74046 -3.56645
H: 6.70006 -19.42549 -2.44615
H: 8.32627 -19.41363 -3.06128
H: 5.67869 -19.09365 -4.71589
H: 7.39778 -19.05930 -5.36976
H: 6.21940 -17.24063 -3.57904
C: 0.59222 -13.49592 -2.79003
C: 1.55564 -13.69576 -3.92072
O: 1.25590 -14.96886 -4.40840
H: 0.54745 -14.35472 -2.12028
H: -0.39737 -13.34515 -3.22139
H: 0.88181 -12.55626 -2.31964
H: 2.57052 -13.68679 -3.52315
H: 1.47623 -12.95465 -4.71605
H: 1.99193 -15.39745 -4.85131

Values from the calculation:
SMILES: ClCCl.ClCCl.ClCCl.ClCCl.ClCCl.CCO.CCO.CCO.CCO
E_LUMO (eV): 0.23
E_HOMO (eV): -9.984

=====

Ordering by calculated energy gives the sequence A, B, with the first entry being the most stable.